a) C5H11N | ωB97M-V/def2-TZVPD

The calculation puts the frontier orbital gap (spin up / spin down) at 8.161 / 8.160 eV. The value obtained for the molar mass is 85.150 g/mol. The HOMO energy (spin up / spin down) comes out at -7.16 / -7.16 eV.

Each line ends with the Mulliken charge.
Positions of all 17 atoms, in Å:
C  -0.83  0.49  -1.72  -0.487
N  -0.54  0.88  -0.52  0.113
C  -0.62  2.07  0.31  -0.580
C  0.20  0.86  0.59  0.090
C  -0.46  -2.47  0.49  -0.921
C  1.66  0.61  0.64  -0.987
H  -0.32  -0.38  -2.12  0.268
H  -1.28  -2.59  -0.23  0.238
H  -1.63  0.98  -2.25  0.250
H  -1.55  2.24  0.86  0.210
H  -0.21  2.96  -0.18  0.278
H  -0.51  -1.47  0.94  0.156
H  0.49  -2.58  -0.03  0.209
H  -0.54  -3.23  1.27  0.333
H  2.07  0.87  1.62  0.289
H  1.87  -0.45  0.46  0.191
H  2.21  1.20  -0.12  0.350

b) C5H11N | ωB97M-V/def2-TZVPD

The calculation puts the frontier orbital gap at 9.576 eV. The value obtained for the molar mass is 85.150 g/mol. The HOMO energy comes out at -8.37 eV. As for the SMILES: CN1CCCC1.

Each line ends with the Mulliken charge.
Positions of all 17 atoms, in Å:
C  -1.29  1.60  0.50  -0.968
N  -0.14  0.78  0.15  -0.061
C  0.17  -0.24  1.14  -0.681
C  0.91  -1.37  0.38  -0.513
C  0.85  -0.99  -1.11  -0.514
C  -0.23  0.11  -1.12  -0.739
H  -1.03  2.55  0.95  0.275
H  -1.99  1.61  -0.33  0.364
H  -1.87  1.16  1.32  0.309
H  -0.71  -0.68  1.63  0.350
H  0.86  0.15  1.89  0.298
H  1.92  -1.43  0.77  0.227
H  0.47  -2.34  0.61  0.279
H  1.76  -0.47  -1.38  0.279
H  0.56  -1.81  -1.71  0.324
H  -1.18  -0.42  -1.29  0.371
H  -0.09  0.75  -1.99  0.399

Quick ranking, most stable first: b), a).

a) C2H6NO | ωB97M-V/def2-TZVPD

The calculation puts the frontier orbital gap at 6.131 eV. The value obtained for the molar mass is 60.076 g/mol. The HOMO energy comes out at -1.17 eV. The net charge is -1.

Each line ends with the Mulliken charge.
Positions of all 10 atoms, in Å:
O  1.91  1.09  0.96  -0.766
H  1.00  1.35  0.72  0.348
C  -0.15  -0.88  -1.20  -0.740
C  -1.19  0.18  0.61  -0.624
N  -0.61  0.19  -0.57  -0.617
H  0.33  -0.72  -2.16  0.295
H  -0.31  -1.92  -0.88  0.241
H  2.08  0.35  0.37  0.304
H  -1.66  1.09  0.98  0.328
H  -1.39  -0.74  1.17  0.232

b) C2H6NO | ωB97M-V/def2-TZVPD

The calculation puts the frontier orbital gap at 6.628 eV. The value obtained for the molar mass is 60.076 g/mol. The HOMO energy comes out at -2.03 eV. As for the SMILES: NCC[O-]. The net charge is -1.

Each line ends with the Mulliken charge.
Positions of all 10 atoms, in Å:
N  -1.34  0.06  -0.38  -0.640
C  -0.12  -0.50  0.23  -0.329
C  1.01  0.56  0.29  -0.409
O  2.09  0.20  0.96  -0.861
H  -2.07  -0.65  -0.47  0.192
H  -1.12  0.30  -1.34  0.215
H  -0.36  -0.88  1.23  0.376
H  0.29  -1.34  -0.35  0.201
H  1.14  0.77  -0.82  0.061
H  0.48  1.49  0.65  0.195

Quick ranking, most stable first: b), a).

a) C3H10N2O2S | ωB97M-V/def2-TZVPD

The calculation puts the frontier orbital gap at 10.025 eV. The value obtained for the molar mass is 138.192 g/mol. The HOMO energy comes out at -9.59 eV. As for the SMILES: NC(=O)NCCS.O.

Each line ends with the Mulliken charge.
Positions of all 18 atoms, in Å:
N  2.33  -0.93  -1.48  -0.518
C  1.75  -0.15  -2.49  0.449
O  2.37  0.01  -3.46  -0.589
N  0.49  0.32  -2.24  -0.152
C  -0.51  0.12  -1.17  -0.651
C  -0.47  1.23  -0.14  -0.459
S  0.89  1.04  1.06  -0.310
H  3.41  -0.88  -1.67  0.300
H  2.24  -0.64  -0.46  0.239
H  0.21  0.74  -3.15  0.205
H  -0.36  -0.95  -0.81  0.380
H  -1.59  0.02  -1.53  0.314
H  -1.44  1.41  0.33  0.354
H  -0.19  2.18  -0.73  0.274
H  1.67  2.13  0.84  0.163
O  -3.67  -1.80  6.11  -0.608
H  -2.91  -2.02  5.70  0.290
H  -4.23  -1.83  5.29  0.319

b) C3H10N2O2S | ωB97M-V/def2-TZVPD

The calculation puts the frontier orbital gap at 9.164 eV. The value obtained for the molar mass is 138.192 g/mol. The HOMO energy comes out at -8.79 eV. As for the SMILES: NC(=O)[C@@H](N)CS.O.

Each line ends with the Mulliken charge.
Positions of all 18 atoms, in Å:
N  0.00  2.11  -0.13  -0.519
C  -0.78  0.90  -0.11  0.279
O  -1.89  0.92  -0.55  -0.538
C  -0.20  -0.42  0.51  0.297
N  -0.08  -0.29  1.94  -0.595
C  -1.22  -1.63  0.04  -0.759
S  -0.66  -2.60  -1.32  -0.219
H  0.87  1.80  -0.68  0.265
H  -0.28  2.90  -0.57  0.284
H  0.77  -0.81  0.14  0.222
H  -0.13  0.71  2.11  0.268
H  -0.67  -0.97  2.48  0.219
H  -2.20  -1.17  -0.14  0.373
H  -1.54  -2.32  0.91  0.347
H  -0.49  -1.59  -2.14  0.103
O  2.54  0.62  -0.82  -0.653
H  2.89  1.13  -0.03  0.342
H  3.08  0.70  -1.63  0.286

Quick ranking, most stable first: a), b).

a) C5H24N2O7 | ωB97M-V/def2-TZVPD

The calculation puts the frontier orbital gap at 9.454 eV. The value obtained for the molar mass is 224.254 g/mol. The HOMO energy comes out at -8.92 eV. As for the SMILES: C[C@@H](N)CNCC=O.O.O.O.O.O.O.

Each line ends with the Mulliken charge.
Positions of all 38 atoms, in Å:
C  -0.70  -2.64  -2.10  -1.335
C  -1.69  -2.44  -0.98  0.511
N  -1.47  -3.33  0.13  -0.585
C  -1.74  -0.95  -0.62  -0.673
N  -2.36  -0.56  0.68  -0.099
C  -1.88  0.66  1.34  -0.216
C  -1.31  -0.13  2.68  0.037
O  -0.28  0.21  3.20  -0.539
H  -0.38  -3.69  -2.04  0.398
H  0.23  -2.03  -2.00  0.145
H  -0.88  -2.33  -3.11  0.405
H  -2.75  -2.68  -1.28  0.226
H  -0.64  -3.20  0.71  0.178
H  -2.31  -3.48  0.64  0.231
H  -2.20  -0.51  -1.53  0.219
H  -0.76  -0.44  -0.64  0.264
H  -3.37  -0.61  0.67  0.230
H  -1.08  1.21  0.92  -0.185
H  -2.49  1.42  1.87  0.390
H  -2.13  -0.69  3.05  0.387
O  2.32  0.88  2.58  -0.735
H  2.61  1.61  2.01  0.360
H  1.40  1.05  2.83  0.395
O  1.15  3.51  0.59  -0.647
H  0.58  3.31  -0.20  0.396
H  0.47  3.65  1.26  0.283
O  -0.57  2.69  -1.46  -0.792
H  -1.12  1.90  -1.35  0.281
H  -0.09  2.34  -2.28  0.472
O  1.04  1.61  -3.20  -0.743
H  1.76  2.28  -3.16  0.350
H  1.50  0.84  -2.75  0.439
O  2.54  -0.28  -2.11  -0.700
H  3.00  -0.75  -2.81  0.308
H  2.60  -0.76  -1.26  0.339
O  2.69  -0.90  0.55  -0.645
H  3.43  -1.22  1.06  0.247
H  2.25  -0.25  1.12  0.402

b) C5H24N2O7 | ωB97M-V/def2-TZVPD

The calculation puts the frontier orbital gap at 10.042 eV. The value obtained for the molar mass is 224.254 g/mol. The HOMO energy comes out at -9.62 eV. As for the SMILES: CCCCNC(N)=O.O.O.O.O.O.O.

Each line ends with the Mulliken charge.
Positions of all 38 atoms, in Å:
C  -2.98  -0.97  1.78  -1.267
C  -1.68  -1.41  1.14  -0.210
C  -1.54  -0.85  -0.37  -0.268
C  -1.35  0.69  -0.45  -0.423
N  -0.60  1.28  0.66  0.085
C  0.77  1.37  0.77  0.155
N  1.49  0.95  -0.42  -0.232
O  1.30  1.96  1.68  -0.634
H  -3.04  -1.02  2.85  0.343
H  -2.96  0.13  1.69  0.282
H  -3.71  -1.62  1.40  0.363
H  -1.48  -2.61  1.24  0.306
H  -0.76  -1.01  1.70  0.129
H  -2.32  -1.29  -1.01  0.502
H  -0.62  -1.25  -0.92  0.073
H  -2.35  1.09  -0.56  0.446
H  -0.74  0.99  -1.44  -0.343
H  -1.16  1.35  1.49  0.353
H  1.63  -0.08  -0.30  0.172
H  2.45  1.44  -0.42  0.316
O  0.74  1.83  -3.32  -0.705
H  1.01  2.70  -3.67  0.265
H  0.76  1.70  -2.34  0.390
O  2.08  -2.14  -0.39  -0.637
H  2.03  -2.79  0.32  0.287
H  1.80  -2.53  -1.20  0.332
O  0.70  -2.61  -2.73  -0.660
H  1.09  -2.00  -3.37  0.411
H  0.28  -3.19  -3.24  0.243
O  -1.07  2.77  3.19  -0.677
H  -1.08  2.28  4.02  0.314
H  -0.15  2.94  3.03  0.305
O  2.12  0.85  4.12  -0.599
H  2.70  0.26  3.81  0.266
H  2.34  1.62  3.52  0.341
O  1.65  -0.59  -4.16  -0.751
H  0.93  -0.25  -4.76  0.321
H  1.73  0.03  -3.33  0.407

Quick ranking, most stable first: b), a).

a) C4H13N3 | ωB97M-V/def2-TZVPD

The calculation puts the frontier orbital gap at 10.477 eV. The value obtained for the molar mass is 103.169 g/mol. The HOMO energy comes out at -19.59 eV. The net charge is +2.

Each line ends with the Mulliken charge.
Positions of all 20 atoms, in Å:
C  1.24  -0.08  1.75  0.323
C  -1.83  -0.46  -0.29  -0.471
C  -0.42  1.10  -1.40  -0.979
C  -0.47  -1.10  -2.17  -0.877
N  0.10  -0.13  2.42  -0.321
N  2.31  0.67  2.01  -0.355
N  -0.87  -0.24  -1.14  0.207
H  -2.38  -1.45  -0.26  0.270
H  1.33  -0.61  0.74  0.312
H  -2.05  0.20  0.56  0.553
H  -0.72  1.60  -2.26  0.414
H  -0.62  1.75  -0.62  0.375
H  0.71  1.09  -1.43  0.378
H  0.47  -0.86  -2.65  0.347
H  -0.44  -2.17  -1.78  0.341
H  -1.09  -1.11  -3.04  0.408
H  -0.04  0.30  3.37  0.270
H  -0.71  -0.55  1.94  0.226
H  2.34  1.35  2.86  0.292
H  3.15  0.70  1.40  0.287

b) C4H13N3 | ωB97M-V/def2-TZVPD

The calculation puts the frontier orbital gap at 11.868 eV. The value obtained for the molar mass is 103.169 g/mol. The HOMO energy comes out at -20.67 eV. As for the SMILES: CC(C)=[NH+]C[NH2+]N. The net charge is +2.

Each line ends with the Mulliken charge.
Positions of all 20 atoms, in Å:
C  1.47  -2.03  0.24  -1.292
C  0.29  -1.21  -0.38  1.010
C  -0.83  -1.92  -0.98  -1.310
N  0.30  0.10  -0.13  -0.160
C  -0.72  1.02  -0.31  -0.648
N  -0.83  1.93  0.80  -0.053
N  0.45  2.60  0.96  -0.565
H  1.62  -2.81  -0.43  0.452
H  1.24  -2.48  1.23  0.354
H  2.51  -1.48  0.30  0.394
H  -1.02  -1.68  -2.12  0.394
H  -1.85  -1.64  -0.54  0.406
H  -0.68  -3.03  -0.84  0.377
H  1.20  0.36  0.14  0.343
H  -0.61  1.46  -1.36  0.328
H  -1.69  0.46  -0.45  0.461
H  -1.74  2.53  0.90  0.415
H  -0.86  1.23  1.60  0.437
H  0.45  3.07  1.98  0.362
H  0.35  3.38  0.39  0.294

Quick ranking, most stable first: a), b).

a) C4H13N3 | ωB97M-V/def2-TZVPD

The calculation puts the frontier orbital gap at 11.833 eV. The value obtained for the molar mass is 103.169 g/mol. The HOMO energy comes out at -20.05 eV. As for the SMILES: CC/[N+]([NH3+])=C(/C)N. The net charge is +2.

Each line ends with the Mulliken charge.
Positions of all 20 atoms, in Å:
C  2.28  0.85  -0.50  -0.700
C  1.29  0.57  0.68  -0.911
N  0.03  -0.18  0.32  -0.012
N  0.40  -1.54  0.08  -0.391
C  -1.22  0.23  0.11  1.150
C  -2.21  -0.75  -0.12  -1.238
N  -1.42  1.49  -0.06  -0.269
H  1.98  1.75  -0.93  0.316
H  3.29  0.78  -0.32  0.371
H  2.13  -0.07  -1.11  0.210
H  0.95  1.60  0.96  0.394
H  1.60  0.02  1.61  0.407
H  1.45  -1.66  -0.37  0.439
H  -0.12  -1.86  -0.72  0.345
H  0.19  -1.97  0.96  0.369
H  -2.98  -0.37  -0.76  0.397
H  -1.85  -1.73  -0.69  0.308
H  -2.67  -1.18  0.80  0.362
H  -2.34  1.83  -0.13  0.267
H  -0.75  2.19  0.19  0.185

b) C4H13N3 | ωB97M-V/def2-TZVPD

The calculation puts the frontier orbital gap at 7.244 eV. The value obtained for the molar mass is 103.169 g/mol. The HOMO energy comes out at -17.57 eV. The net charge is +2.

Each line ends with the Mulliken charge.
Positions of all 20 atoms, in Å:
C  -0.81  -0.87  -0.07  -0.313
C  0.51  -0.66  0.71  -0.309
C  0.39  0.81  0.18  -0.195
C  -0.86  1.34  0.32  -0.285
N  -1.64  2.08  -0.60  -0.409
N  1.79  1.45  -0.10  -0.272
N  0.13  -3.51  -0.29  -0.655
H  -0.81  -0.66  -1.13  0.380
H  -1.78  -1.23  0.33  0.342
H  1.20  -1.41  0.29  0.352
H  0.67  -0.68  1.83  0.331
H  -1.30  1.33  1.41  0.407
H  -1.23  1.86  -1.52  0.302
H  -1.71  3.11  -0.53  0.318
H  1.95  2.24  0.62  0.453
H  2.63  0.80  -0.05  0.415
H  1.90  2.04  -0.89  0.390
H  -0.14  -3.63  0.62  0.245
H  1.05  -3.15  -0.26  0.193
H  0.27  -4.46  -0.64  0.309

Quick ranking, most stable first: a), b).